{"formula": "C2H3F2IO", "method": "ωB97M-V/def2-TZVPD", "gap_ev": 9.46, "total_energy_ev": -17701.8729, "species": ["C", "C", "O", "F", "F", "I", "H", "H", "H"], "coordinates": [[1.624805, -0.439173, 0.148353], [-0.968193, 1.221858, 0.311933], [1.073769, -1.260472, -0.503874], [-1.847081, 2.089048, 0.674537], [-0.836546, 1.331581, -1.046090], [-2.317958, -1.231502, -0.068687], [2.121102, 0.432201, -0.309529], [1.804775, -0.670004, 1.302799], [-0.654669, -1.473541, -0.509443]], "forces_ev_per_angstrom": [[1.589, -0.186, 2.850], [1.181, -0.047, -1.070], [-0.808, -0.826, -1.189], [-0.288, 0.183, -0.458], [-0.423, 0.486, 1.485], [1.101, -0.855, -0.423], [-0.215, 0.169, 0.198], [-0.383, 0.911, -1.895], [-1.754, 0.163, 0.501]]}